# 1
A 28-piece molecular cluster, C28H112N56O28 overall. Source: the OMol25 dataset; level of theory: ωB97M-V/def2-TZVPD.

The geometry in XYZ format:
```
224
Properties=species:S:1:pos:R:3:forces:R:3:lowdin_charge:R:1
C -1.266 -4.444 -0.769 3.33 1.58 -0.33 -0.8204
O -2.159 -3.707 -0.569 -5.36 3.83 1.36 0.0318
N -0.025 -4.000 -0.853 2.08 1.63 0.21 0.2060
N -1.363 -5.680 -0.923 -0.71 -6.96 -1.20 0.2273
H -0.046 -2.994 -0.763 0.82 0.32 -0.31 0.0669
H 0.691 -4.508 -1.353 -0.17 0.29 -0.04 0.0656
H -0.533 -6.107 -1.309 -0.45 -0.76 0.08 0.1198
H -2.264 -6.137 -0.919 0.39 -0.03 -0.05 0.1148
C 0.694 -3.646 3.046 -0.41 -3.16 -1.21 -0.7448
O 0.218 -4.783 3.215 -0.07 1.50 0.51 0.0073
N 0.344 -2.501 3.568 -2.93 1.86 2.83 0.1578
N 1.644 -3.414 2.172 2.64 -0.74 -2.43 0.1687
H -0.541 -2.539 4.053 0.42 0.47 0.28 0.1065
H 0.809 -1.641 3.314 -0.23 -0.34 0.05 0.0464
H 1.917 -2.465 1.960 0.20 -0.42 -0.26 0.0680
H 1.863 -4.189 1.563 0.19 0.43 0.17 0.0881
C -4.284 -5.565 -4.391 -2.43 1.82 -1.65 -0.7847
O -5.119 -4.686 -4.500 -1.38 0.33 -0.81 0.0182
N -4.233 -6.745 -4.999 -0.50 -2.92 -0.93 0.1661
N -3.223 -5.349 -3.711 4.78 0.38 3.65 0.1779
H -3.625 -7.391 -4.517 -0.16 -0.31 -0.67 0.1017
H -4.974 -7.152 -5.551 -0.10 0.40 0.43 0.1145
H -2.850 -4.418 -3.591 -0.44 -0.19 0.20 0.0940
H -2.572 -6.106 -3.557 0.31 0.54 -0.19 0.1106
C -4.621 0.676 -3.064 -0.16 2.92 1.44 -0.7720
O -4.372 1.732 -2.509 0.48 1.58 0.49 0.0150
N -4.048 -0.427 -2.694 2.04 -3.16 1.12 0.1759
N -5.483 0.557 -4.018 -2.99 -1.12 -4.10 0.1970
H -4.523 -1.308 -2.828 0.15 -0.05 0.37 0.1299
H -3.410 -0.301 -1.922 -0.14 -0.46 0.29 0.1208
H -6.135 1.236 -4.384 0.56 0.34 0.70 0.1278
H -5.494 -0.298 -4.555 -0.14 0.02 0.23 0.1152
C -1.773 3.288 2.673 -3.05 -1.86 2.97 -0.7785
O -2.145 2.455 3.518 0.19 -1.64 0.76 -0.0258
N -2.620 4.077 2.145 -3.70 2.92 -1.92 0.2192
N -0.576 3.534 2.344 5.15 -0.22 -0.21 0.2113
H -2.294 4.912 1.679 -0.49 -0.13 -0.49 0.1174
H -3.611 3.947 2.288 0.19 0.27 -0.09 0.0845
H 0.057 3.113 3.009 0.52 0.52 -0.41 0.0799
H -0.470 4.390 1.819 0.98 -0.30 -0.12 0.0717
C 2.280 0.357 3.380 -0.20 -0.78 2.15 -0.7579
O 2.399 -0.699 2.853 0.68 -2.68 -2.58 0.0485
N 3.189 0.827 4.233 2.96 2.31 1.68 0.1835
N 1.117 0.925 3.613 -2.38 1.70 -0.88 0.1967
H 3.130 1.816 4.429 0.05 -0.03 0.21 0.0810
H 4.139 0.497 4.335 -0.31 -0.29 -0.81 0.1102
H 0.279 0.435 3.335 -0.05 0.50 -0.15 0.1128
H 1.102 1.748 4.198 -0.75 -0.20 0.44 0.0483
C -4.685 -6.079 0.544 1.50 -2.53 7.16 -0.8037
O -4.203 -6.098 1.706 -0.46 0.56 -1.51 -0.0021
N -5.415 -7.066 0.120 -2.85 -4.40 -0.17 0.1571
N -4.575 -5.194 -0.328 0.84 4.04 -3.96 0.1629
H -5.835 -7.606 0.863 0.05 -0.30 -0.48 0.1227
H -5.766 -7.142 -0.824 -0.16 -0.09 0.45 0.1095
H -5.068 -5.519 -1.147 0.85 1.60 -0.83 0.1273
H -3.771 -4.588 -0.239 0.32 0.72 -0.96 0.0792
C 3.969 4.456 3.274 3.21 -3.60 -0.95 -0.7905
O 4.623 3.572 2.718 0.47 0.31 -0.83 0.0148
N 4.468 5.342 4.073 1.87 3.29 2.82 0.1877
N 2.687 4.521 3.273 -4.48 0.19 -0.30 0.1939
H 5.443 5.453 4.312 -0.29 -0.29 -0.22 0.1364
H 3.768 5.844 4.601 0.96 0.58 0.06 0.1050
H 2.171 3.836 2.739 -0.23 0.00 0.32 0.1069
H 2.373 4.947 4.133 -1.48 -0.49 -0.75 0.1000
C 1.175 -1.283 -7.716 0.92 2.34 1.35 -0.8216
O 1.952 -0.699 -8.426 1.84 0.35 -2.72 0.0205
N 0.233 -2.093 -8.051 -2.62 -3.14 -3.40 0.1868
N 1.111 -0.924 -6.458 -0.51 0.39 3.11 0.1794
H 0.250 -2.290 -9.041 -0.31 -0.29 0.15 0.1192
H -0.303 -2.713 -7.460 0.22 0.17 0.40 0.0887
H 1.910 -0.434 -6.083 -0.42 -0.32 0.37 0.0632
H 0.352 -1.342 -5.941 0.60 0.27 0.84 0.0796
C -6.607 -1.833 -0.188 -2.58 -2.95 -3.76 -0.7318
O -7.559 -2.201 -0.937 1.06 0.74 1.87 -0.0330
N -5.682 -2.666 0.256 0.94 -2.13 0.82 0.1752
N -6.238 -0.628 0.058 0.64 5.25 0.90 0.1781
H -4.922 -2.293 0.807 -0.16 -0.68 0.02 0.0873
H -5.752 -3.646 0.022 0.26 0.32 0.27 0.0774
H -6.797 0.198 -0.101 0.01 -0.45 -0.13 0.1161
H -5.271 -0.491 0.314 -0.23 0.58 0.20 0.0802
C -1.191 3.931 -0.909 -0.23 1.63 1.83 -0.6456
O -0.947 4.827 -0.069 -0.37 -0.75 -0.64 -0.0338
N -2.102 2.978 -0.897 -2.52 -1.51 2.43 0.2046
N -0.598 3.813 -2.059 2.29 0.19 -3.11 0.1722
H -2.829 2.918 -0.197 0.12 0.06 0.11 0.0898
H -2.053 2.179 -1.513 -0.35 0.29 0.14 0.0945
H 0.171 4.391 -2.367 -0.50 -0.49 0.17 0.1036
H -0.869 2.924 -2.456 1.05 0.60 -1.47 0.0741
C 1.976 -2.021 6.962 0.91 0.35 -0.40 -0.6883
O 1.433 -2.580 7.876 -0.31 -0.44 0.94 0.0498
N 3.334 -2.159 6.695 0.71 -0.24 0.35 0.1427
N 1.343 -1.159 6.132 0.19 0.52 -0.46 0.1599
H 3.876 -1.788 5.927 -0.75 0.10 -0.04 0.0804
H 3.911 -2.621 7.383 -0.55 -0.16 -0.08 0.0977
H 1.896 -0.760 5.387 -0.58 0.21 0.23 0.0505
H 0.407 -0.846 6.347 0.34 -0.29 -0.24 0.0945
C -5.339 4.487 0.402 0.68 1.15 -1.06 -0.8124
O -5.029 5.395 -0.314 0.56 2.19 -1.98 0.0489
N -5.362 3.237 -0.001 -0.07 -3.16 -2.11 0.1791
N -5.529 4.641 1.682 -0.66 -0.36 3.45 0.1527
H -5.852 2.479 0.453 0.17 0.39 0.34 0.0635
H -5.218 3.112 -0.993 0.08 -0.04 0.00 0.0807
H -5.781 3.739 2.061 -0.61 0.44 1.23 0.0566
H -5.585 5.546 2.127 -0.17 -0.43 -0.23 0.1323
C -1.502 2.078 -5.436 1.31 0.55 3.02 -0.7233
O -0.861 1.690 -4.442 0.42 -0.37 -0.74 -0.0244
N -2.527 2.852 -5.259 -3.73 2.06 0.61 0.1805
N -1.203 1.971 -6.697 2.10 -1.38 -3.44 0.1876
H -3.188 2.961 -6.015 -0.01 0.33 0.44 0.1181
H -2.739 3.240 -4.351 -0.26 -0.47 -0.06 0.1178
H -0.277 1.650 -6.940 -0.23 -0.48 -0.05 0.1138
H -1.651 2.544 -7.398 0.12 -0.13 0.35 0.1200
C -6.508 1.705 3.390 -0.80 -0.59 -2.16 -0.7296
O -6.491 1.939 2.175 0.35 0.27 0.25 -0.0111
N -5.530 1.927 4.220 3.19 1.56 0.42 0.1959
N -7.523 1.140 3.975 -2.88 -1.44 1.39 0.1852
H -5.518 1.701 5.204 0.19 0.17 -0.39 0.1249
H -4.758 2.357 3.730 0.67 -0.03 0.92 0.0908
H -8.235 0.688 3.420 0.09 0.16 0.31 0.1312
H -7.406 0.959 4.962 -0.71 -0.39 -0.34 0.1155
C 0.321 -0.339 -0.188 -0.76 2.17 0.44 -0.7044
O -0.441 -1.066 -0.776 -0.73 -2.35 -2.05 0.0056
N -0.214 0.607 0.599 0.35 1.31 1.81 0.1913
N 1.631 -0.182 -0.357 0.88 -0.82 0.02 0.1983
H 0.397 1.114 1.223 -0.25 0.24 -0.26 0.0587
H -1.211 0.690 0.740 -0.22 -0.51 -0.04 0.0522
H 2.095 -0.616 -1.143 0.46 0.02 0.14 0.0791
H 2.036 0.577 0.172 0.52 -0.09 -0.58 0.0562
C 5.293 -5.523 0.300 0.96 -2.29 0.02 -0.7936
O 5.186 -6.693 0.583 -0.02 -1.45 0.31 0.0394
N 4.295 -4.688 0.408 -3.33 2.03 0.23 0.1651
N 6.383 -4.985 -0.193 2.77 1.44 -1.07 0.1745
H 3.427 -5.189 0.283 -0.18 0.52 0.39 0.1001
H 4.386 -3.741 0.069 -0.31 -0.09 0.05 0.0990
H 7.231 -5.524 -0.296 -0.34 0.21 0.16 0.1177
H 6.367 -3.996 -0.400 0.54 -0.18 0.01 0.0863
C 5.848 -2.802 -4.379 -0.84 1.07 2.59 -0.6675
O 4.597 -2.945 -4.342 2.38 0.19 -0.44 -0.0216
N 6.580 -2.197 -3.441 -1.68 0.98 2.89 0.1743
N 6.703 -3.208 -5.255 0.38 -2.80 -5.76 0.1643
H 6.014 -1.976 -2.634 0.74 0.62 0.33 0.0958
H 7.579 -2.046 -3.467 -0.58 0.04 0.10 0.1177
H 7.709 -3.118 -5.290 -0.53 0.22 0.49 0.1239
H 6.271 -3.580 -6.089 0.40 -0.17 -0.15 0.1247
C -2.705 1.762 7.159 -1.15 -0.96 5.06 -0.8507
O -3.164 1.536 8.265 -1.18 -1.21 1.38 0.0106
N -2.476 2.985 6.852 0.49 5.00 -2.06 0.1775
N -2.268 0.888 6.335 1.73 -3.02 -4.23 0.1947
H -2.183 3.197 5.909 -0.04 0.54 0.06 0.0870
H -2.970 3.656 7.423 0.27 0.01 -0.34 0.1262
H -2.005 1.319 5.461 0.33 -0.83 -0.57 0.0647
H -2.220 -0.115 6.446 -0.40 0.50 0.34 0.1236
C 6.585 2.128 -2.932 1.05 -1.73 2.96 -0.8276
O 6.682 0.937 -3.075 -0.69 -2.72 0.14 0.0405
N 6.653 2.907 -3.916 0.10 3.87 -6.53 0.1690
N 6.539 2.765 -1.779 -0.30 0.72 3.01 0.1701
H 6.908 3.882 -3.856 -0.25 -0.33 -0.19 0.1189
H 6.709 2.407 -4.792 0.29 0.59 -0.13 0.1274
H 6.363 2.168 -0.984 0.27 0.32 0.28 0.0733
H 6.705 3.758 -1.698 -0.25 -0.44 0.10 0.1077
C 5.592 -0.150 0.519 1.33 -2.94 2.44 -0.7037
O 6.056 -1.274 0.301 -0.12 -0.07 -0.24 0.0007
N 5.472 0.321 1.782 -0.15 0.75 0.75 0.1751
N 5.221 0.667 -0.419 -0.86 1.57 -2.18 0.1691
H 5.751 -0.238 2.576 -0.02 0.10 -0.52 0.1069
H 5.221 1.292 1.894 -0.03 -0.14 0.42 0.0710
H 5.203 0.213 -1.321 -0.31 0.41 -0.41 0.0847
H 4.536 1.377 -0.198 -0.31 -0.14 -0.19 0.0839
C 2.806 3.428 -0.260 0.27 -0.72 -0.03 -0.7435
O 2.760 2.401 0.377 -0.20 -2.04 0.97 0.0232
N 2.279 3.643 -1.438 -1.91 -0.13 -3.74 0.1873
N 3.499 4.450 0.136 1.76 3.42 1.58 0.1908
H 2.089 2.905 -2.101 -0.27 -0.35 0.56 0.0898
H 2.100 4.567 -1.806 0.46 -0.16 0.36 0.1075
H 3.502 5.272 -0.451 0.46 -0.12 0.46 0.1213
H 4.055 4.369 0.975 -0.01 0.05 -0.07 0.0728
C 2.650 0.379 -3.655 1.99 -1.12 5.05 -0.6677
O 3.364 -0.231 -2.785 -1.93 0.52 -1.73 -0.0347
N 1.491 0.956 -3.373 -1.38 0.76 1.11 0.1791
N 3.111 0.634 -4.843 1.57 0.54 -2.89 0.1687
H 1.059 1.666 -3.947 -0.38 -0.71 -0.31 0.0696
H 1.001 0.721 -2.523 0.18 -0.06 -0.07 0.0907
H 4.087 0.392 -4.930 0.02 0.23 -0.34 0.1304
H 2.738 1.459 -5.290 0.38 -0.24 -0.37 0.1262
C -0.023 7.582 1.687 -5.04 1.70 -3.20 -0.7923
O -0.985 7.809 0.906 1.06 0.80 1.60 0.0061
N 0.297 8.245 2.739 0.65 3.37 3.52 0.1740
N 0.629 6.515 1.509 3.39 -5.94 -1.87 0.1546
H -0.314 9.004 3.005 0.46 -0.04 0.13 0.1260
H 1.064 7.933 3.317 -0.48 0.37 0.03 0.1052
H 1.547 6.226 1.818 -0.23 0.42 0.26 0.0861
H 0.213 5.991 0.752 0.30 -0.42 -0.51 0.0621
C -2.897 -0.850 1.854 -1.24 2.56 -1.13 -0.8080
O -2.941 0.032 0.982 -0.46 0.82 -0.43 -0.0222
N -2.327 -1.954 1.655 2.23 -4.89 -1.81 0.2235
N -3.548 -0.722 2.976 -1.11 1.75 2.45 0.2063
H -2.475 -2.230 0.695 1.31 -0.79 -0.37 0.0830
H -2.227 -2.686 2.344 -0.20 0.01 -0.21 0.1259
H -3.538 -1.452 3.675 -0.01 0.54 0.10 0.1201
H -3.569 0.275 3.133 -0.69 0.03 1.30 0.0818
C 1.958 -4.803 -3.577 -0.07 -1.47 -1.64 -0.8352
O 1.100 -5.628 -3.387 -2.86 -1.41 1.62 0.0266
N 2.883 -4.503 -2.731 2.38 0.40 4.86 0.1882
N 2.184 -4.282 -4.742 -0.20 1.54 -3.06 0.1883
H 2.809 -4.990 -1.849 0.46 0.09 -0.21 0.0943
H 3.662 -3.881 -2.888 -0.26 0.09 -0.24 0.0818
H 3.119 -3.914 -4.848 -0.38 0.60 -0.91 0.0637
H 1.420 -4.300 -5.403 0.44 0.06 -0.23 0.1050
C 1.580 2.799 6.687 -6.77 -4.67 -1.27 -0.7718
O 0.729 2.840 5.775 0.46 0.76 -0.39 -0.0229
N 2.553 3.566 6.794 6.40 5.98 -0.55 0.1900
N 1.454 1.920 7.667 0.69 -0.51 0.96 0.2110
H 3.449 3.386 7.223 -0.46 -0.14 0.23 0.1375
H 2.510 4.412 6.243 0.19 -0.32 0.10 0.1067
H 2.255 1.975 8.280 -0.83 -1.06 0.71 0.1170
H 0.724 1.222 7.644 0.48 -0.02 0.21 0.1172
C -1.379 -2.636 -4.511 1.41 -1.99 -4.26 -0.7651
O -0.953 -3.455 -5.385 -0.96 0.49 0.82 -0.0469
N -0.568 -2.167 -3.633 3.01 0.26 2.34 0.2188
N -2.533 -2.054 -4.542 -3.77 1.18 -0.29 0.1974
H -0.806 -1.549 -2.870 0.22 -0.31 0.31 0.0873
H 0.236 -2.779 -3.628 0.50 0.57 0.74 0.1051
H -2.711 -1.306 -3.887 -0.26 -0.11 -0.20 0.0653
H -3.263 -2.290 -5.199 0.37 -0.19 0.05 0.1255
```
Forces are in eV/Å.

* relative energy (zero: lowest compared OMol25 entry of this formula, charge and spin): 385.6 kcal/mol

# 2
A 15-piece molecular cluster, C28H12Br2Cl56FN2O overall. Source: the OMol25 dataset; level of theory: ωB97M-V/def2-TZVPD.

The geometry in XYZ format:
```
102
Properties=species:S:1:pos:R:3:forces:R:3:lowdin_charge:R:1
C -0.426 -3.830 3.906 0.00 -0.14 -0.46 0.0193
C 0.065 -3.591 2.473 0.16 -0.11 0.21 -0.2673
F 1.367 -4.092 2.340 0.00 0.10 0.14 -0.0025
C 0.162 -2.122 2.150 0.04 -0.04 -0.20 -0.0796
N 1.277 -1.514 2.584 0.13 -0.01 0.14 0.1851
C 1.527 -0.216 2.413 -0.12 0.35 -0.24 -0.0906
C 0.618 0.559 1.732 -0.13 0.07 -0.13 -0.5948
Br 1.035 2.379 1.534 0.00 -0.04 -0.06 0.8774
C -0.563 -0.013 1.235 0.16 0.08 0.20 -0.1593
C -1.551 0.801 0.447 -0.26 -0.17 -0.08 -0.1872
C -1.490 0.382 -1.012 0.56 -0.04 -0.71 -0.7678
O -0.497 0.431 -1.665 -0.47 0.01 0.50 0.0167
Br -3.136 -0.239 -1.817 0.04 0.18 0.13 0.7896
C -0.788 -1.380 1.476 -0.09 0.08 -0.03 -0.0176
C -2.046 -2.057 1.027 0.18 0.41 0.13 -0.2776
C -3.255 -1.663 1.584 -0.23 -0.26 -0.06 -0.0264
C -4.406 -2.326 1.175 0.51 -0.08 -0.01 -0.0318
C -4.256 -3.332 0.236 -0.46 -0.15 -0.16 -0.0384
C -3.006 -3.637 -0.283 -0.09 0.27 0.18 -0.1680
N -1.897 -3.009 0.110 -0.24 -0.18 0.02 0.1196
H -0.429 -2.915 4.495 -0.01 -0.05 0.14 0.0844
H 0.238 -4.567 4.352 -0.01 0.02 0.11 0.0966
H -1.425 -4.258 3.874 -0.08 0.12 0.14 0.0914
H -0.542 -4.107 1.737 0.00 0.07 -0.07 0.1317
H 1.969 -2.081 3.064 0.01 -0.11 -0.08 0.1932
H 2.436 0.211 2.808 0.11 -0.27 0.06 0.0944
H -2.561 0.707 0.840 0.20 -0.13 -0.11 0.0205
H -1.296 1.858 0.464 0.08 0.02 0.04 0.0635
H -3.291 -0.878 2.329 0.05 -0.02 0.04 0.0919
H -5.374 -2.081 1.590 -0.03 0.02 -0.02 0.1208
H -5.117 -3.893 -0.100 0.01 0.01 -0.04 0.1166
H -2.877 -4.426 -1.018 -0.32 0.39 0.13 0.0271
C -4.132 3.532 1.776 0.01 0.10 -0.01 -2.0026
Cl -4.161 1.843 2.327 -0.28 0.03 0.07 0.5381
Cl -5.708 4.254 2.039 0.00 -0.15 -0.12 0.5547
Cl -2.892 4.400 2.694 0.04 -0.08 -0.09 0.5119
Cl -3.732 3.583 0.055 0.00 -0.03 -0.01 0.5699
C 3.418 2.233 6.225 0.13 -0.04 0.11 -2.0117
Cl 2.433 2.944 7.502 0.08 -0.05 -0.03 0.5416
Cl 2.429 2.003 4.763 -0.12 0.13 0.13 0.4836
Cl 4.763 3.299 5.850 0.00 0.06 0.13 0.5299
Cl 4.037 0.665 6.745 -0.19 0.03 0.00 0.5176
C -6.056 7.313 5.236 0.00 0.04 0.01 -2.0536
Cl -5.647 9.000 5.543 0.00 -0.01 0.00 0.5393
Cl -4.818 6.577 4.209 0.03 0.18 0.19 0.4688
Cl -6.141 6.436 6.766 0.00 -0.01 0.00 0.5254
Cl -7.618 7.221 4.415 -0.01 -0.01 0.00 0.5269
C 4.615 5.023 2.143 -0.01 0.04 -0.03 -2.0259
Cl 4.676 3.274 2.410 0.04 -0.09 -0.15 0.4626
Cl 6.236 5.678 2.347 -0.05 0.02 0.04 0.5043
Cl 4.034 5.343 0.509 -0.20 -0.24 0.11 0.5136
Cl 3.518 5.763 3.315 -0.03 -0.04 -0.01 0.5335
C -1.767 1.709 5.910 -0.06 0.07 0.08 -2.0261
Cl -0.763 3.082 6.357 -0.12 -0.02 -0.06 0.5336
Cl -1.586 0.415 7.095 0.01 0.02 -0.01 0.5506
Cl -3.452 2.205 5.807 0.00 -0.02 0.07 0.5412
Cl -1.242 1.106 4.317 0.05 -0.08 -0.07 0.5197
C 10.015 4.604 1.234 0.00 -0.02 -0.01 -2.0539
Cl 9.580 5.885 2.377 0.05 0.03 -0.01 0.5040
Cl 8.706 4.378 0.070 0.00 0.01 -0.01 0.5088
Cl 11.488 5.059 0.381 0.00 0.00 0.01 0.5423
Cl 10.280 3.100 2.122 -0.03 -0.01 0.01 0.5180
C 7.655 -0.373 4.974 0.02 -0.03 0.02 -2.0479
Cl 7.175 -1.911 4.242 -0.01 -0.01 -0.01 0.5194
Cl 6.854 0.954 4.122 -0.01 0.02 0.00 0.4843
Cl 7.180 -0.365 6.677 0.19 -0.03 -0.05 0.5085
Cl 9.400 -0.179 4.848 0.00 0.00 0.00 0.5447
C -0.759 -7.214 -2.199 -0.03 -0.02 0.00 -2.0096
Cl -0.988 -8.635 -1.181 -0.03 0.02 0.03 0.5491
Cl -1.913 -7.263 -3.544 -0.04 0.01 0.29 0.5094
Cl -1.074 -5.743 -1.253 0.53 -0.35 -0.10 0.5753
Cl 0.897 -7.173 -2.788 -0.03 -0.01 -0.03 0.5267
C 5.673 8.695 -1.796 0.03 0.03 -0.01 -2.0527
Cl 4.163 8.147 -2.541 -0.01 -0.01 0.00 0.5160
Cl 6.997 8.511 -2.947 -0.01 -0.01 0.00 0.5340
Cl 5.520 10.390 -1.334 -0.01 -0.01 0.00 0.5352
Cl 5.997 7.716 -0.362 0.22 0.23 -0.09 0.4730
C 0.982 -7.245 -7.309 0.08 0.04 0.04 -2.0373
Cl 0.410 -6.042 -8.466 0.00 -0.02 -0.01 0.5298
Cl -0.253 -7.527 -6.077 0.07 -0.06 -0.33 0.4601
Cl 1.381 -8.754 -8.145 0.05 0.13 0.11 0.5246
Cl 2.417 -6.618 -6.490 0.29 -0.28 -0.21 0.5022
C 1.737 -2.914 -4.003 -0.10 -0.01 0.02 -2.0406
Cl 2.780 -3.633 -2.764 0.01 -0.01 0.03 0.5111
Cl 2.700 -1.870 -5.048 0.02 0.00 0.00 0.5464
Cl 1.008 -4.201 -4.960 -0.15 0.24 0.13 0.4910
Cl 0.476 -1.955 -3.218 0.03 -0.02 -0.02 0.5383
C -4.597 -0.648 -5.765 0.11 0.01 -0.01 -2.0520
Cl -3.150 -1.660 -5.823 0.00 -0.01 0.02 0.5211
Cl -4.131 1.050 -5.672 0.00 -0.10 0.00 0.4862
Cl -5.571 -0.919 -7.209 0.00 0.01 0.02 0.5436
Cl -5.545 -1.068 -4.328 -0.09 -0.05 0.03 0.4858
C -5.496 4.883 -6.260 -0.01 0.05 -0.01 -2.0545
Cl -6.497 3.522 -6.765 0.01 -0.01 0.00 0.5192
Cl -5.365 6.041 -7.582 0.01 0.01 0.00 0.5375
Cl -6.230 5.665 -4.857 0.00 0.00 0.01 0.5224
Cl -3.874 4.313 -5.824 -0.01 0.06 -0.01 0.4901
C -3.386 -8.603 -9.398 -0.01 0.01 0.00 -2.0500
Cl -4.088 -10.080 -10.058 0.00 0.00 0.01 0.5348
Cl -3.615 -7.276 -10.540 0.00 0.01 0.00 0.5271
Cl -4.184 -8.204 -7.868 0.00 0.00 0.01 0.5114
Cl -1.662 -8.840 -9.108 -0.15 -0.10 -0.09 0.4891
```
Forces are in eV/Å.

* total charge: +1

no.,DFT total energy (eV),HOMO energy (eV),LUMO (eV)
1,-171648.45776,-8.674,-1.19
2,-878306.70782,-12.278,-4.07